1.
The following is a DFT calculation (ωB97M-V/def2-TZVPD) of a cluster of 2 separate species, C4H8O in total.

Structure (ORCA input):
```
! RIJCOSX wB97M-V def2-TZVPD def2/J DEFGRID3
* xyz 0 1
C -1.8041 -0.7138 0.0667
C 0.1350 1.4782 0.0975
C 1.1303 -0.8903 0.1318
C 0.2027 0.1106 -0.4523
O -2.7235 0.0475 0.0976
H -1.8181 -1.8924 0.0258
H 0.4558 1.4820 1.2480
H -0.8049 1.9807 -0.0406
H 0.8977 1.8685 -0.5566
H 1.4586 -0.6477 1.1273
H 2.1550 -1.0597 -0.2814
H 0.6602 -1.8809 0.0097
H 0.0553 0.1173 -1.4734
*
```

The calculation puts the LUMO energy at 1.0 eV.

Calculated atomic charges, method Löwdin, unit e:
1. C -0.111
2. C -0.127
3. C -0.135
4. C -0.275
5. O 0.003
6. H 0.098
7. H 0.129
8. H 0.060
9. H 0.072
10. H 0.064
11. H 0.084
12. H 0.066
13. H 0.074

2.
The following is a DFT calculation (ωB97M-V/def2-TZVPD) of an isolated molecule of C4H8O.

Structure (ORCA input):
```
! RIJCOSX wB97M-V def2-TZVPD def2/J DEFGRID3
* xyz 0 1
C 0.9969 -0.5998 1.5067
C -0.2971 -0.8764 1.4057
O -0.9890 -0.4347 0.3266
C -0.1868 -0.2332 -0.8983
C -0.4479 1.1838 -1.3411
H 1.6964 -1.1377 2.1192
H 1.3506 0.2236 0.8984
H -0.8772 -1.4266 2.1550
H -0.5746 -1.0128 -1.5479
H 0.9070 -0.4012 -0.8642
H -0.0042 1.8834 -0.6229
H -1.5261 1.3302 -1.3447
H -0.0367 1.4089 -2.3296
*
```

The calculation puts the LUMO energy at 1.1 eV. As for the SMILES: C=COCC.

Calculated atomic charges, method Löwdin, unit e:
1. C -0.005
2. C -0.234
3. O -0.114
4. C -0.248
5. C -0.079
6. H 0.050
7. H 0.053
8. H 0.118
9. H 0.116
10. H 0.107
11. H 0.081
12. H 0.076
13. H 0.079

3.
The following is a DFT calculation (ωB97M-V/def2-TZVPD) of a structure of composition C4H8O.

Structure (ORCA input):
```
! RIJCOSX wB97M-V def2-TZVPD def2/J DEFGRID3
* xyz 0 1
C 1.7803 -0.3569 0.3519
C 0.4356 0.1111 0.7927
O -0.1077 1.3524 0.6283
C -0.8152 -0.2055 0.1273
C -1.4602 0.3172 -1.0978
H 1.7784 -1.4426 0.5149
H 2.5588 0.0893 0.9720
H 1.9645 -0.1507 -0.7024
H 0.2323 -0.1809 1.8346
H -1.4003 -0.9860 0.6485
H -0.7935 1.0254 -1.5777
H -1.8462 -0.4591 -1.7625
H -2.3267 0.8863 -0.7298
*
```

The calculation puts the LUMO energy at 0.6 eV.

Calculated atomic charges, method Löwdin, unit e:
1. C -0.033
2. C -0.541
3. O -0.049
4. C -0.071
5. C -0.082
6. H 0.087
7. H 0.079
8. H 0.082
9. H 0.139
10. H 0.132
11. H 0.082
12. H 0.081
13. H 0.093

4.
The following is a DFT calculation (ωB97M-V/def2-TZVPD) of an isolated molecule of C4H8O.

Structure (ORCA input):
```
! RIJCOSX wB97M-V def2-TZVPD def2/J DEFGRID3
* xyz 0 1
C -1.5940 0.0038 0.0173
C -0.1473 0.5112 -0.3285
C 0.8332 0.3047 0.7939
C 1.3368 -0.0856 -0.5359
O 1.4771 -1.3799 -1.0098
H -2.0236 0.7640 0.7002
H -1.6545 -0.9319 0.5897
H -2.3139 -0.0694 -0.8079
H -0.2433 1.4870 -0.7896
H 1.2756 1.1700 1.2673
H 0.5868 -0.5263 1.4447
H 2.2402 0.4809 -0.8347
H 0.5590 -1.6111 -1.1651
*
```

The calculation puts the LUMO energy at 1.0 eV. As for the SMILES: C[C@H]1C[C@H]1O.

Calculated atomic charges, method Löwdin, unit e:
1. C -0.079
2. C -0.234
3. C -0.125
4. C -0.314
5. O -0.014
6. H 0.079
7. H 0.067
8. H 0.061
9. H 0.109
10. H 0.102
11. H 0.113
12. H 0.148
13. H 0.087

Computed values of ΔE to the lowest compared entry with this formula, charge and spin (unit: eV) for the preceding records, in sequence: 3.267; 1.687; 3.160; 2.135.